1.
Below is a 17-piece molecular cluster, CH32O19 overall, with properties calculated with ωB97M-V/def2-TZVPD.

- Energy relative to the best compared isomer or geometry (same formula, charge and spin): 0.888 eV
- Charge: -2
- HOMO-LUMO gap: 9.02 eV
- E_HOMO: -3.85 eV

Geometry (Å):
C  -13.03800  -6.16300  -6.48700
O  -13.93700  -7.08500  -6.94200
O  -13.27500  -5.50200  -5.43500
O  -12.00200  -6.00500  -7.18700
O  -15.85200  -8.89300  -6.44600
H  -15.22000  -8.20800  -6.43400
H  -16.11400  -8.81900  -5.55000
O  -14.08500  -4.37600  -9.63000
H  -13.56800  -5.15100  -9.40600
H  -14.19800  -3.88800  -8.86800
O  -11.67400  -3.32100  -7.47700
H  -11.89800  -3.11800  -8.34500
H  -11.82900  -4.25300  -7.39200
O  -11.78400  -8.75300  -7.71600
H  -12.32800  -9.36900  -7.25000
H  -12.25400  -7.93800  -7.57400
O  -13.23600  -2.79000  -3.35300
H  -13.98700  -3.29500  -3.67000
H  -12.56500  -3.43700  -3.26700
O  -16.02100  -6.12500  -7.85700
H  -15.75700  -5.55900  -8.57400
H  -15.21900  -6.55000  -7.48100
O  -10.73700  -7.31500  -5.36700
H  -11.38800  -8.00000  -5.21800
H  -11.19100  -6.79600  -5.99900
O  -14.51100  -3.39700  -7.06200
H  -14.17500  -4.15400  -6.63000
H  -13.70100  -2.86000  -6.94200
O  -11.27400  -4.14200  -4.72000
H  -10.72200  -3.82100  -5.38200
H  -12.02800  -4.63300  -5.12800
O  -15.33300  -4.36900  -4.11600
H  -14.75900  -4.86100  -4.63400
H  -16.06400  -4.19100  -4.70200
O  -12.80200  -9.10600  -4.93700
H  -13.40200  -9.81300  -4.83300
H  -13.36400  -8.42200  -4.55600
O  -14.50100  -7.32100  -4.21200
H  -14.06300  -6.61200  -4.70400
H  -14.45800  -6.98500  -3.27300
O  -9.17700  -6.42500  -7.81500
H  -9.31200  -6.74500  -8.70900
H  -10.05400  -6.30900  -7.55800
O  -13.77200  -7.38900  -9.59300
H  -13.89300  -7.31700  -8.63700
H  -12.98100  -6.97400  -9.85600
O  -11.76200  -6.71800  -3.09600
H  -11.03200  -6.11800  -2.78300
H  -11.97300  -6.33800  -3.93100
O  -11.38500  -6.07500  -9.68600
H  -11.06900  -6.95600  -9.92900
H  -11.76000  -6.00400  -8.78500

Atom charges from the Mulliken analysis, given in e for atoms 1 to 4: -0.32 -0.53 0.62 3.24

2.
Below is an isolated ion of composition C24H30N3O2 and charge +1, with properties calculated with ωB97M-V/def2-TZVPD.

- Energy relative to the best compared isomer or geometry (same formula, charge and spin): 1.765 eV
- Charge: +1
- SMILES: COc1ccc([C@H](c2ccc3c(c2)CCO3)[N+]2=C3N(C)CCCN3CCC2)cc1
- HOMO-LUMO gap: 8.40 eV
- E_HOMO: -10.66 eV

Geometry (Å):
C  -0.88419  -1.84502  -0.37072
N  -0.00502  -2.66007  0.42397
C  -0.44698  -3.95496  0.90381
C  0.58571  -4.54176  1.82421
C  1.92884  -4.43852  1.20224
N  2.20699  -3.03348  0.94159
C  3.59663  -2.81094  0.68266
C  3.86812  -1.37523  0.43575
C  2.78497  -0.39370  0.85534
N  1.38153  -0.79064  0.60633
C  1.21266  -2.14775  0.70074
H  -0.28539  -1.28059  -1.10470
H  -1.59722  -2.49260  -0.91210
H  -1.41631  -1.10998  0.26776
H  -1.39964  -3.82006  1.44073
H  -0.62564  -4.60770  0.03115
H  0.59823  -4.02112  2.78094
H  0.36026  -5.58457  2.01906
H  2.70869  -4.77005  1.88529
H  2.02330  -5.03871  0.28740
H  4.11947  -3.18572  1.55859
H  3.93904  -3.43676  -0.14201
H  4.73168  -1.10231  1.03680
H  4.15619  -1.24806  -0.60689
H  2.87013  -0.22543  1.94108
H  2.98956  0.57135  0.36963
C  -5.11631  3.66529  2.83666
O  -4.37741  2.45967  3.16984
C  -3.13039  2.20764  2.67684
C  -2.58358  0.91848  2.86954
C  -1.42611  0.50783  2.21490
C  -0.78298  1.30376  1.27282
C  0.44904  0.75985  0.44670
C  0.05785  1.06174  -1.03862
C  1.05527  1.32808  -1.97142
C  0.73217  1.82409  -3.22829
C  -0.58855  2.11467  -3.61706
O  -0.70275  2.53416  -4.91308
C  0.66436  2.54488  -5.50369
C  1.61360  2.07965  -4.39600
C  -1.61557  1.91343  -2.68489
C  -1.27883  1.42115  -1.43084
C  -1.25830  2.66185  1.19041
C  -2.33709  3.12548  1.95652
H  -6.13252  3.51292  3.21553
H  -4.67887  4.54152  3.33500
H  -5.17060  3.83071  1.75211
H  -3.10333  0.22817  3.52765
H  -0.98993  -0.47073  2.43068
H  1.31991  1.38936  0.80890
H  2.11170  1.24295  -1.71302
H  0.66135  1.87236  -6.37415
H  0.87585  3.56670  -5.85064
H  2.36049  2.84223  -4.17120
H  2.13324  1.16951  -4.69988
H  -2.63767  2.15131  -2.99193
H  -2.11442  1.44120  -0.72036
H  -0.79436  3.41037  0.53278
H  -2.61685  4.18407  2.00952

Atom charges from the Mulliken analysis, given in e for atoms 1 to 4: -1.19 0.29 -0.58 -0.73

3.
Below is C22H20N7NiO as an isolated structure, with properties calculated with ωB97M-V/def2-TZVPD.

- Energy relative to the best compared isomer or geometry (same formula, charge and spin): 1.135 eV
- Charge: +1
- HOMO-LUMO gap (spin up / spin down): 7.18 / 6.95 eV
- E_HOMO (spin up / spin down): -10.22 / -10.23 eV
- Spin multiplicity: 3

Geometry (Å):
Ni  0.50749  -0.69344  -0.03392
C  -1.22723  1.22393  1.43046
N  -0.06509  1.27895  0.52636
C  1.13780  1.84994  1.16079
C  1.91977  0.82537  1.94540
C  2.58579  1.15058  3.11325
C  3.35870  0.18294  3.73881
C  3.43756  -1.08060  3.17540
C  2.73228  -1.33052  2.01369
N  1.98889  -0.39952  1.41071
C  -0.33341  1.93183  -0.76733
C  0.69731  1.52064  -1.79637
C  0.90430  2.26612  -2.94063
C  1.84910  1.83760  -3.85824
C  2.56810  0.68311  -3.59776
C  2.29618  -0.01328  -2.43989
N  1.38159  0.39626  -1.55417
C  -1.66043  -0.18218  1.79317
C  -2.85938  -0.39283  2.45882
C  -3.23610  -1.68704  2.77102
C  -2.40368  -2.73906  2.40809
C  -1.22893  -2.44642  1.74784
N  -0.86329  -1.19285  1.45356
H  -2.07635  1.73584  0.97679
H  -0.99894  1.75374  2.35830
H  0.88685  2.70416  1.79397
H  1.79555  2.21143  0.36808
H  2.50381  2.14803  3.52465
H  3.89005  0.41317  4.65253
H  4.02896  -1.86246  3.63019
H  2.76742  -2.30672  1.54589
H  -0.33478  3.02133  -0.66449
H  -1.32255  1.63325  -1.12371
H  0.33106  3.16820  -3.11331
H  2.01361  2.39043  -4.77303
H  3.30096  0.30487  -4.29459
H  2.81660  -0.93324  -2.20689
H  -3.49081  0.44799  2.71825
H  -4.17024  -1.87458  3.28441
H  -2.66830  -3.76435  2.62477
H  -0.55927  -3.23639  1.43346
N  -3.01517  -1.24288  -1.22534
C  -1.83892  -1.28085  -1.91865
O  -0.77650  -1.55985  -1.26694
C  -1.88026  -0.96867  -3.28226
C  -0.72963  -1.02646  -4.10204
N  0.19846  -1.06174  -4.78743
C  -3.11701  -0.63148  -3.89123
N  -4.12018  -0.34345  -4.38429
H  -3.03656  -1.64819  -0.30672
H  -3.88517  -1.18071  -1.72942

Atom charges from the Mulliken analysis, given in e for atoms 1 to 4: -0.05 -1.42 0.71 -1.42

4.
Below is an isolated ion of composition C14H7F5NO2 and charge -1, with properties calculated with ωB97M-V/def2-TZVPD.

- Energy relative to the best compared isomer or geometry (same formula, charge and spin): 1.840 eV
- Charge: -1
- SMILES: O=C([O-])c1c(F)c(F)c(N(F)F)c(F)c1Cc1ccccc1
- HOMO-LUMO gap: 6.51 eV
- E_HOMO: -4.67 eV

Geometry (Å):
O  -0.94195  -2.95628  0.63491
O  0.75484  -2.51684  2.06791
F  0.97738  -3.81744  -1.42542
F  1.92817  -2.55298  -3.50757
F  1.76798  1.61153  -1.21786
F  3.10334  -0.24512  -4.66410
F  1.83242  1.76385  -3.88659
C  0.23794  -2.41446  0.90971
C  -3.27436  1.75939  1.73182
C  -2.69997  0.78104  2.63710
C  -2.45851  2.46797  0.83630
C  -1.41287  0.25922  2.34830
C  -1.15495  2.03064  0.67597
C  1.31037  -2.54086  -1.26854
C  1.71938  -1.85098  -2.36772
C  1.54506  0.24475  -1.27713
C  1.02934  -1.80549  -0.16116
C  1.73221  -0.39034  -2.50412
C  -0.60856  0.87974  1.32496
C  1.22655  -0.37831  -0.10485
N  2.22733  0.35596  -3.64907
C  0.84770  0.44217  1.12631
H  -4.31346  1.89710  1.97968
H  -3.31747  0.47637  3.46736
H  -3.00815  3.24741  0.29562
H  -0.97022  -0.57555  2.88620
H  -0.55198  2.51015  0.00933
H  1.44046  1.39273  1.10711
H  1.03195  -0.07538  1.99555

Atom charges from the Mulliken analysis, given in e for atoms 1 to 4: -0.78 -0.71 -0.27 -0.33

5.
Below is a 2-piece molecular cluster, C2H6NO3 overall, with properties calculated with ωB97M-V/def2-TZVPD.

- Energy relative to the best compared isomer or geometry (same formula, charge and spin): 0.950 eV
- Charge: -1
- HOMO-LUMO gap: 7.49 eV
- E_HOMO: -4.00 eV

Geometry (Å):
C  -0.90168  -1.78840  0.23600
N  -0.50913  -0.80381  1.23540
C  0.81110  -0.20495  0.94882
O  1.04186  0.82774  1.61164
O  1.48959  -0.73767  0.05606
H  -0.63743  -1.52414  -0.80007
H  -0.32082  -2.71083  0.35554
H  -1.94055  -2.12895  0.26276
H  -1.11684  -0.00973  1.06446
H  -1.73369  2.09536  -2.31483
H  -0.85892  1.46721  -3.22274
O  -1.19250  2.37382  -3.08790

Atom charges from the Mulliken analysis, given in e for atoms 1 to 4: -0.73 -0.40 0.56 -0.75

6.
Below is one molecule with the formula C4H10N2O, with properties calculated with ωB97M-V/def2-TZVPD.

- Energy relative to the best compared isomer or geometry (same formula, charge and spin): 1.468 eV
- SMILES: CN(C)CC(N)=O
- HOMO-LUMO gap: 9.18 eV
- E_HOMO: -8.33 eV

Geometry (Å):
C  0.02520  -1.37318  -1.02321
N  0.07885  -1.03048  0.36959
C  1.44013  -1.03360  0.91321
C  -0.70584  0.13180  0.73358
C  -0.25428  1.44661  0.10206
N  -1.25570  2.17859  -0.46852
O  0.88592  1.85498  0.03256
H  0.04974  -2.44547  -1.18626
H  -0.94379  -1.13504  -1.46978
H  0.74864  -0.84820  -1.64681
H  1.71211  -0.03162  1.26367
H  2.18259  -1.04166  0.09849
H  1.55951  -1.82057  1.64586
H  -0.60475  0.28993  1.80026
H  -1.74535  -0.04908  0.46602
H  -0.94536  2.95932  -1.03029
H  -2.22764  1.94766  -0.60043

Atom charges from the Mulliken analysis, given in e for atoms 1 to 4: -1.04 -0.02 -0.98 -0.79

7.
Below is C22H71CdN5O13 as an isolated structure, with properties calculated with ωB97M-V/def2-TZVPD.

- Energy relative to the best compared isomer or geometry (same formula, charge and spin): 0.454 eV
- HOMO-LUMO gap: 4.39 eV
- E_HOMO: -8.51 eV

Geometry (Å):
Cd  7.38572  -4.16288  -1.37757
O  5.23373  -1.90920  0.42456
C  4.25659  -1.00127  -0.13366
C  4.80306  -0.41202  -1.55325
O  5.68126  -1.19096  -2.39180
H  4.14396  -0.25466  0.65246
H  3.26389  -1.44047  -0.23251
H  5.34828  0.50699  -1.33820
H  4.01907  -0.18078  -2.27436
C  3.92643  -0.04556  12.73201
C  3.21315  0.60891  11.51470
C  2.90268  -0.48615  10.38778
O  2.57806  0.20073  9.17475
C  1.98503  -0.60220  8.19080
N  2.04962  1.24154  12.08044
H  3.34180  -0.88661  13.10475
H  4.07481  0.60057  13.59722
H  4.93044  -0.41606  12.52512
H  3.87438  1.36927  11.09910
H  2.06497  -0.99382  10.86590
H  3.76189  -1.12119  10.17195
H  2.65926  -1.40955  7.90496
H  1.79108  -0.05862  7.26613
H  1.10368  -1.08216  8.61619
H  1.45277  0.55255  12.51536
H  1.36937  1.49201  11.37715
C  -7.10799  0.81039  1.12110
C  -7.07141  2.17268  0.33624
C  -6.18421  2.07823  -0.95516
O  -4.85211  1.77393  -0.56768
C  -3.95111  1.77795  -1.67602
N  -8.46589  2.45739  0.00312
H  -7.87426  0.82483  1.89616
H  -6.13209  0.46896  1.46629
H  -7.49334  -0.02067  0.53041
H  -6.60767  2.84188  1.06096
H  -6.23428  2.98714  -1.55470
H  -6.54811  1.28927  -1.61335
H  -4.15019  0.81552  -2.14739
H  -2.94737  1.63779  -1.27483
H  -4.01043  2.60626  -2.38204
H  -8.87898  2.65198  0.90400
H  -8.56576  3.30874  -0.53107
C  -0.20072  9.26939  -2.46619
C  -0.25359  7.95170  -1.75355
C  1.00616  7.67332  -0.91881
O  2.15637  7.31421  -1.70626
C  3.27209  7.08166  -0.88642
N  -1.39048  7.83752  -0.86554
H  -1.08349  9.33879  -3.10180
H  0.66886  9.46097  -3.09486
H  -0.18472  10.09171  -1.75091
H  -0.47067  7.23187  -2.54274
H  0.66693  6.92915  -0.19823
H  1.30945  8.56827  -0.37550
H  4.13605  6.69239  -1.42507
H  2.97060  6.34298  -0.14375
H  3.61586  7.95150  -0.32667
H  -2.20170  8.00141  -1.44447
H  -1.51232  6.89960  -0.51118
C  -7.28024  -5.35125  -1.84963
C  -6.03528  -5.83654  -1.17770
C  -5.25148  -4.68914  -0.55275
O  -3.95445  -5.09477  -0.18457
C  -3.29527  -4.16272  0.65772
N  -6.40786  -6.80060  -0.13467
H  -8.07366  -5.04089  -1.16974
H  -7.83256  -6.07716  -2.44636
H  -7.17706  -4.45836  -2.46624
H  -5.44872  -6.34289  -1.94428
H  -5.80411  -4.38945  0.33770
H  -5.21762  -3.87013  -1.27121
H  -3.18157  -3.19856  0.16217
H  -2.29819  -4.52834  0.90318
H  -3.83899  -4.03986  1.59440
H  -6.89799  -6.38696  0.64557
H  -5.50338  -7.06603  0.22805
C  -0.74452  -6.50634  -5.32032
C  -0.41843  -5.06386  -5.55301
C  -1.42336  -4.08067  -6.19548
O  -0.68141  -2.83731  -6.38347
C  -1.43484  -1.83433  -7.05376
N  -0.04720  -4.50091  -4.24802
H  -1.40837  -6.79872  -4.50673
H  0.15369  -7.08908  -5.11602
H  -1.15246  -6.85705  -6.26831
H  0.51855  -5.03273  -6.10908
H  -2.19825  -3.89337  -5.45214
H  -1.83325  -4.46376  -7.13001
H  -2.30380  -1.56480  -6.45346
H  -1.67450  -2.14303  -8.07129
H  -0.91035  -0.88349  -7.14812
H  -0.77473  -4.68528  -3.57215
H  -0.05353  -3.51201  -4.45324
O  7.82357  1.14476  3.85323
H  8.41343  0.66764  4.43690
H  7.28900  0.46445  3.44378
O  8.53681  -0.95708  -7.13795
H  8.10226  -0.83397  -6.29401
H  9.38458  -1.34291  -6.91732
O  3.61984  -1.44088  -7.22293
H  2.66393  -1.42074  -7.26839
H  3.81271  -1.61170  -6.30105
O  9.00601  3.54103  -3.04055
H  8.93708  3.86529  -2.14259
H  8.40650  2.79555  -3.07318
O  2.72167  4.86428  -5.60438
H  1.80988  5.11786  -5.46095
H  3.13219  4.94771  -4.74371
O  6.90506  -4.94748  5.15143
H  6.15912  -5.34866  5.59737
H  6.51676  -4.46181  4.42370

Atom charges from the Mulliken analysis, given in e for atoms 1 to 4: 0.25 -0.42 -0.20 -0.17